{
  "formula": "C24H34I2IrN9O2PSSe",
  "method": "wB97M-V/def2-TZVPD",
  "e_homo_ev": [-16.54, -17.99],
  "molar_mass_g_mol": 1068.623,
  "s2": 8.810,
  "total_charge": 4,
  "energy_ha": -5417.36704,
  "orbital_gap_ev": [6.74, 4.48],
  "e_lumo_ev": [-9.80, -13.51],
  "spin_multiplicity": 6,
  "symbols": ["Ir", "C", "O", "C", "O", "N", "N", "H", "H", "H", "H", "H", "H", "I", "C", "I", "H", "H", "N", "C", "N", "C", "C", "C", "C", "C", "C", "S", "H", "H", "H", "H", "H", "H", "C", "N", "C", "N", "C", "N", "C", "P", "C", "C", "H", "H", "H", "H", "H", "H", "H", "H", "H", "H", "H", "H", "C", "N", "C", "Se", "N", "C", "C", "C", "C", "C", "C", "H", "H", "H", "H", "H", "H", "H", "H"],
  "positions_angstrom": [[1.75192, 0.16121, 0.24781], [-0.14016, 4.42870, 2.56034], [0.48369, 3.78103, 1.42263], [0.86376, 2.53431, 1.36100], [1.76196, 2.25465, 0.50432], [0.20275, 1.63181, 2.16725], [0.56437, 0.23869, 2.03671], [-0.10673, 5.51399, 2.33367], [0.43112, 4.26613, 3.46222], [-1.18264, 4.12234, 2.73638], [-0.40876, 1.99068, 2.91422], [-0.28010, -0.27708, 1.72651], [1.02042, -0.18188, 2.86867], [4.53126, 0.30923, 0.54496], [5.18003, 1.20167, 2.40760], [3.73051, 1.69444, 3.93603], [5.71249, 2.10963, 2.13591], [5.82782, 0.43125, 2.84644], [0.97712, -2.41165, -1.58305], [1.76979, -2.64408, -0.46589], [1.89729, -1.81394, 0.57060], [2.60571, -2.47062, 1.64573], [2.77115, -2.08101, 2.98787], [3.40015, -2.92847, 3.88538], [3.87289, -4.18053, 3.47453], [3.72018, -4.59093, 2.16442], [3.08824, -3.75238, 1.25676], [2.73926, -4.15993, -0.38109], [0.10153, -1.91528, -1.35178], [0.75107, -3.26708, -2.11887], [2.44373, -1.07612, 3.31795], [3.50530, -2.64945, 4.94685], [4.40798, -4.83878, 4.17071], [4.06805, -5.58185, 1.85615], [2.97790, 2.04698, -4.43423], [2.78326, 2.94781, -3.29293], [1.48133, 3.56825, -3.34132], [0.41447, 2.61488, -3.47035], [0.67306, 1.74351, -4.59501], [1.93292, 1.02652, -4.52876], [1.95823, 0.09590, -3.41711], [1.76194, 0.94471, -1.80564], [3.04997, 2.28596, -2.03083], [0.20570, 1.87076, -2.23279], [3.93809, 1.51048, -4.27761], [3.01267, 2.64004, -5.37894], [1.40579, 4.25501, -4.20985], [1.33912, 4.16746, -2.44613], [0.65711, 2.34484, -5.51095], [-0.16792, 1.05947, -4.68525], [2.89645, -0.45380, -3.41072], [1.16134, -0.64894, -3.56485], [4.06706, 1.85782, -2.03971], [3.03356, 2.98653, -1.18674], [-0.08021, 2.58969, -1.45489], [-0.65838, 1.20486, -2.33097], [-5.30383, -0.47958, -1.79117], [-5.00472, -1.08562, -0.51653], [-3.74591, -1.26805, 0.04985], [-2.07914, -0.86900, -0.67056], [-3.94080, -1.89350, 1.26156], [-5.30312, -2.04537, 1.51733], [-5.98622, -2.46784, 2.64080], [-7.37844, -2.37750, 2.63229], [-8.05158, -1.84031, 1.52142], [-7.37977, -1.46064, 0.36846], [-5.98626, -1.51351, 0.39330], [-4.40233, -0.27075, -2.34844], [-5.88199, 0.45645, -1.65165], [-5.90178, -1.15570, -2.37472], [-3.21420, -2.06566, 1.96075], [-5.39100, -2.76630, 3.51888], [-7.90906, -2.69197, 3.53078], [-9.15096, -1.70112, 1.50089], [-7.89552, -1.01146, -0.48659]],
  "lowdin_charge": [0.911, 0.018, 0.023, -0.548, -0.238, 0.067, -0.061, 0.131, 0.102, 0.109, 0.171, 0.066, 0.083, 1.066, -0.979, 0.847, -0.016, -0.014, 0.074, -0.606, -0.198, -0.311, -0.072, -0.042, -0.029, -0.055, -0.480, 1.173, -0.034, 0.131, 0.031, 0.136, 0.140, 0.137, -0.107, 0.024, -0.141, -0.101, -0.152, -0.093, -0.277, 0.801, -0.251, -0.257, 0.159, 0.175, 0.174, 0.154, 0.159, 0.150, 0.112, 0.107, 0.080, 0.106, 0.104, 0.066, 0.005, -0.040, -0.652, 0.831, 0.129, -0.128, 0.035, 0.034, 0.021, 0.047, -0.088, 0.067, 0.132, 0.114, 0.175, 0.145, 0.146, 0.155, 0.143]
}